[1]
A structure of composition C55H43F3IrN2O3P3S, computed with wB97M-V/def2-TZVPD.

Structure (XYZ):
```
111
C55H43F3IrN2O3P3S, DFT wB97M-V/def2-TZVPD
Ir 9.230 -19.740 -4.533
O 10.699 -22.571 -3.374
S 10.727 -21.113 -3.595
C 12.369 -20.778 -4.268
C 13.369 -21.718 -4.166
C 14.715 -21.350 -4.352
C 15.002 -20.087 -4.773
C 13.974 -19.174 -5.003
C 12.641 -19.499 -4.735
P 11.210 -18.438 -5.044
C 11.569 -16.986 -4.031
C 10.680 -15.883 -4.095
C 10.760 -14.907 -3.146
C 11.679 -14.999 -2.077
C 12.556 -16.054 -2.062
C 12.595 -16.969 -3.087
C 11.562 -18.034 -6.820
C 12.168 -19.030 -7.592
C 12.319 -18.765 -8.922
C 12.027 -17.569 -9.534
C 11.423 -16.584 -8.766
C 11.207 -16.813 -7.384
C 10.749 -20.321 -1.903
C 11.877 -19.947 -1.195
C 11.760 -19.559 0.145
C 10.511 -19.417 0.676
C 9.355 -19.729 -0.069
C 9.477 -20.136 -1.380
P 8.149 -20.449 -2.572
C 6.575 -19.852 -1.916
C 5.649 -19.089 -2.597
C 4.423 -18.761 -2.000
C 4.140 -19.155 -0.693
C 5.124 -19.864 -0.016
C 6.297 -20.306 -0.645
C 7.876 -22.273 -2.333
C 8.674 -23.143 -1.583
C 8.448 -24.523 -1.731
C 7.369 -25.001 -2.427
C 6.377 -24.077 -2.851
C 6.658 -22.730 -2.852
H 13.156 -22.736 -3.851
H 15.482 -22.074 -4.165
H 16.025 -19.743 -4.865
H 14.134 -18.153 -5.243
H 9.918 -15.801 -4.903
H 10.137 -13.993 -3.196
H 11.672 -14.254 -1.321
H 13.196 -16.223 -1.206
H 13.409 -17.703 -3.170
H 12.582 -19.950 -7.246
H 12.542 -19.663 -9.483
H 12.368 -17.439 -10.573
H 11.077 -15.652 -9.200
H 10.758 -16.006 -6.799
H 12.872 -19.888 -1.660
H 12.664 -19.349 0.687
H 10.328 -19.012 1.629
H 8.378 -19.543 0.380
H 5.788 -18.721 -3.633
H 3.730 -18.136 -2.520
H 3.202 -18.957 -0.219
H 4.924 -20.124 1.053
H 6.967 -20.955 -0.130
H 9.527 -22.820 -0.960
H 9.152 -25.279 -1.369
H 7.230 -26.050 -2.544
H 5.390 -24.401 -3.181
H 5.987 -22.054 -3.318
N 7.653 -18.598 -6.957
P 8.097 -20.246 -6.564
C 6.504 -21.125 -6.501
C 6.428 -22.471 -6.137
C 5.157 -23.029 -5.938
C 3.996 -22.308 -6.024
C 4.087 -21.006 -6.453
C 5.293 -20.409 -6.683
C 9.062 -20.853 -7.933
C 10.269 -21.489 -7.683
C 10.868 -22.247 -8.753
C 10.329 -22.314 -10.005
C 9.127 -21.634 -10.227
C 8.561 -20.850 -9.244
C 7.474 -17.695 -6.005
C 6.730 -16.484 -6.229
C 6.493 -15.600 -5.178
C 7.013 -15.941 -3.919
C 7.851 -17.039 -3.822
N 8.114 -17.922 -4.840
H 7.334 -18.471 -7.905
H 7.345 -23.100 -5.986
H 5.096 -24.072 -5.672
H 3.036 -22.785 -5.980
H 3.201 -20.442 -6.715
H 5.220 -19.356 -6.876
H 10.675 -21.542 -6.690
H 11.749 -22.772 -8.436
H 10.850 -22.917 -10.778
H 8.827 -21.585 -11.264
H 7.715 -20.198 -9.471
H 6.446 -16.257 -7.220
H 5.906 -14.683 -5.411
H 6.738 -15.429 -3.023
H 8.263 -17.313 -2.875
F 10.334 -26.878 -6.526
C 10.634 -25.936 -5.607
F 11.835 -26.381 -5.032
F 9.627 -25.995 -4.599
C 10.694 -24.498 -6.141
O 11.850 -24.026 -6.149
O 9.554 -24.041 -6.486
```

As for the net charge: +2. As for the expectation value of S²: 6.019. Its multiplicity is 5. Its orbital gap (spin up / spin down) is 5.750 / 4.755 eV.

---

[2]
A structure of composition C30H35F4N10O2RbSe, computed with wB97M-V/def2-TZVPD.

Structure (XYZ):
```
83
C30H35F4N10O2RbSe, DFT wB97M-V/def2-TZVPD
Rb -0.083 -0.510 -0.426
C 1.672 4.172 -0.552
C 1.219 2.714 -0.488
N -0.225 2.489 -0.423
C -0.956 2.986 -1.581
C -0.516 2.370 -2.900
C -0.847 2.986 0.802
C -0.127 2.617 2.093
N 0.157 1.191 2.156
C 1.109 0.815 3.032
C 1.810 -0.403 2.827
F 1.533 -1.119 1.700
C 2.796 -0.880 3.659
F 3.403 -2.037 3.335
C 3.192 -0.193 4.789
C 2.533 0.998 5.031
F 2.849 1.707 6.128
C 1.536 1.483 4.211
F 0.908 2.616 4.607
H 2.763 4.220 -0.553
H 1.318 4.741 0.309
H 1.320 4.670 -1.456
H 1.656 2.227 0.386
H 1.602 2.178 -1.361
H -0.905 4.085 -1.654
H -2.011 2.751 -1.407
H 0.492 2.677 -3.181
H -1.187 2.690 -3.698
H -0.542 1.279 -2.860
H -1.865 2.580 0.824
H -0.958 4.084 0.783
H -0.764 2.987 2.910
H 0.795 3.211 2.167
H 3.962 -0.563 5.448
Se 4.915 -5.378 -5.473
N 3.174 -4.995 -5.482
C 2.986 -4.054 -4.598
C 1.681 -3.468 -4.307
C 0.517 -3.897 -4.944
C -0.681 -3.312 -4.609
C -0.679 -2.304 -3.644
N 0.418 -1.882 -3.038
C 1.587 -2.453 -3.350
C 2.792 -1.986 -2.622
N 2.626 -1.026 -1.704
C 3.682 -0.618 -1.019
C 4.966 -1.125 -1.205
C 5.147 -2.105 -2.153
C 4.045 -2.551 -2.881
C 4.159 -3.597 -3.892
N 5.285 -4.175 -4.211
H 0.582 -4.685 -5.683
H -1.609 -3.621 -5.070
H -1.603 -1.821 -3.342
H 3.500 0.150 -0.274
H 5.789 -0.756 -0.609
H 6.118 -2.542 -2.345
N -3.187 0.015 -1.529
C -3.306 0.071 -0.063
C -4.462 0.940 0.432
C -4.759 0.879 1.933
C -3.606 1.106 2.911
N -2.455 0.199 2.861
C -2.435 -1.058 3.246
N -3.562 -1.776 3.411
N -1.250 -1.627 3.562
C -3.370 -1.387 0.462
O -4.508 -1.822 0.753
O -2.278 -1.983 0.601
H -3.263 0.950 -1.918
H -3.974 -0.512 -1.897
H -2.384 0.514 0.311
H -5.370 0.636 -0.095
H -4.254 1.977 0.139
H -5.248 -0.067 2.150
H -5.491 1.657 2.170
H -4.011 1.077 3.926
H -3.182 2.101 2.765
H -1.521 0.586 2.591
H -4.197 -1.762 2.601
H -3.405 -2.711 3.755
H -0.429 -1.043 3.479
H -1.127 -2.575 3.240
```

The calculation puts the energy above the lowest of the compared OMol25 structures with the same formula, charge and spin at 0.0 kcal/mol. Its multiplicity is 1. Its orbital gap is 6.070 eV.

---

[3]
The ion C3H8NO2 with charge +1, computed with wB97M-V/def2-TZVPD.

Structure (XYZ):
```
14
C3H8NO2, DFT wB97M-V/def2-TZVPD
C -1.587 -0.228 1.199
N -0.694 -0.459 -0.009
C 0.774 -0.216 0.288
C 1.124 0.475 -0.996
O 0.313 0.744 -1.844
O 2.403 0.808 -1.069
H -1.283 0.641 1.677
H -1.472 -1.122 1.857
H -2.653 -0.175 0.718
H -1.066 0.248 -0.779
H -0.996 -1.210 -0.573
H 1.119 0.380 1.142
H 1.228 -1.198 0.233
H 2.790 1.311 -1.844
```

The calculation puts the energy above the lowest of the compared OMol25 structures with the same formula, charge and spin at 38.6 kcal/mol. As for the net charge: +1. Its multiplicity is 1. Its SMILES is C[NH2+]CC(=O)O. Its orbital gap is 12.333 eV.

---

[4]
A structure of composition C10H8BBeClF4N2O4Se2, computed with wB97M-V/def2-TZVPD.

Structure (XYZ):
```
33
C10H8BBeClF4N2O4Se2, DFT wB97M-V/def2-TZVPD
Be 0.029 -0.675 -0.105
Se 1.892 1.904 -0.642
Se 0.205 2.733 0.664
C 0.059 1.311 1.936
C -0.086 1.661 3.268
C -0.209 0.661 4.217
C -0.150 -0.660 3.807
C 0.003 -0.928 2.466
N 0.088 0.036 1.535
C 0.777 1.168 -2.021
C 0.749 1.755 -3.273
C -0.079 1.219 -4.246
C -0.843 0.108 -3.935
C -0.753 -0.428 -2.667
N 0.039 0.092 -1.719
H -0.084 2.706 3.542
H -0.326 0.913 5.263
H -0.228 -1.474 4.512
H 0.045 -1.945 2.101
H 1.362 2.623 -3.466
H -0.127 1.664 -5.231
H -1.503 -0.346 -4.659
H -1.319 -1.306 -2.394
O -3.561 -1.370 -0.733
Cl -2.633 -0.940 0.250
O -2.998 -1.323 1.567
O -1.320 -1.643 -0.064
O -2.365 0.468 0.157
F 1.215 -1.689 -0.131
B 2.785 -1.600 -0.017
F 2.992 -0.886 1.141
F 3.149 -0.917 -1.157
F 3.193 -2.891 0.034
```

The calculation puts the energy above the lowest of the compared OMol25 structures with the same formula, charge and spin at 0.0 kcal/mol. Its multiplicity is 1. Its orbital gap is 8.537 eV.

---

Results for largest force on an atom: 0.0940, 0.0029, 0.0921, 0.0070 (in hartree/bohr, following the order of the records).
Results for E_tot: -116530.6222, -127547.7650, -8818.2800, -176836.2124 (in eV, following the order of the records).